# 1
Formula: C5H13N3
Source: the Open Molecules 2025 dataset
Level of theory: ωB97M-V/def2-TZVPD

Structure (XYZ):
```
21
Properties=species:S:1:pos:R:3:forces:R:3
C 1.07649 1.77135 -2.07745 -0.2 0.3 0.6
C 1.07728 2.24495 -0.81954 -0.3 -0.4 -0.6
N 2.05057 2.13477 0.19297 0.8 -2.6 1.2
C 2.38049 0.95405 0.66416 -1.0 2.1 -1.6
H 1.90880 1.23620 -2.51955 -0.1 -0.1 0.1
H 0.18311 1.97834 -2.68404 0.7 -0.1 0.2
H 0.21565 2.86193 -0.54525 0.3 -0.2 0.3
H 3.08305 0.80966 1.47889 0.1 0.6 0.0
H 1.96883 0.02035 0.27041 -0.3 0.2 -0.1
N -2.36700 -0.32707 -0.64010 -0.7 -0.1 -1.4
C -1.26580 -0.41562 0.29545 0.1 0.8 -0.2
C -1.26722 -1.72918 1.02613 1.2 -0.8 -0.4
N 0.08019 -1.90029 1.70356 -0.2 -0.4 -2.1
H -2.23604 -1.03565 -1.38440 -0.2 0.4 0.7
H -2.28906 0.56062 -1.15334 -0.2 -0.4 0.4
H -1.41735 0.43870 1.02167 0.8 -0.9 -0.7
H -0.34608 -0.35517 -0.31357 0.2 0.4 0.9
H -2.02786 -1.70406 1.78213 -0.4 -0.2 0.4
H -1.50194 -2.56442 0.28903 0.2 0.8 0.9
H -0.02474 -2.60327 2.39969 -0.1 -0.5 0.8
H 0.71863 -2.37618 1.01316 -0.8 0.9 0.8
```
Forces are in eV/Å.

The spin multiplicity is 1. The calculation puts the total energy at -362.49278 Eh. The calculation puts the relative energy (zero: lowest compared OMol25 entry of this formula, charge and spin) at 234.98 kJ/mol. For the frontier orbital gap, the calculation gives 0.36656 Ha. The value obtained for the HOMO energy is -9.08 eV. Its structure (SMILES) is C=CN=C.NCCN. For the molar mass, the calculation gives 115.2 Da. As for the total charge: 0. The value obtained for the LUMO energy is 0.90 eV.

=====

# 2
Formula: C5H13N3O
Source: the Open Molecules 2025 dataset
Level of theory: ωB97M-V/def2-TZVPD

Structure (XYZ):
```
22
Properties=species:S:1:pos:R:3:forces:R:3
H 2.54037 -1.54069 -0.97613 -0.4 -0.1 0.2
N 1.56935 -1.52256 -0.64862 0.2 0.0 0.0
C 1.50590 -1.29412 0.61686 0.0 0.4 -1.1
C 2.72795 -1.00524 1.44183 -0.2 -0.1 0.4
N 0.26120 -1.21814 1.18622 1.1 -0.5 0.1
H 2.83814 -1.77368 2.21108 0.1 0.1 0.1
H 3.62388 -0.99352 0.81565 -0.2 0.0 0.1
H 2.62075 -0.03071 1.92584 0.1 -0.1 0.1
H -0.47656 -1.29978 0.49011 0.0 0.3 0.8
H 0.17641 -0.74888 2.07987 -0.5 -0.1 -0.6
C -2.93727 0.77656 0.33485 0.9 -0.5 0.2
C -1.80410 0.79168 -0.38788 -0.7 1.9 -0.1
C -1.83185 0.51756 -1.86851 0.4 -0.2 -0.1
O -0.64750 1.39300 0.18740 -1.1 -0.9 -0.9
N 0.35383 1.69523 -0.81385 -0.1 -0.3 0.6
H -2.92571 0.96906 1.40123 0.0 0.3 -0.1
H -3.88371 0.49990 -0.11634 0.3 -0.2 0.0
H -2.76084 0.03062 -2.18340 0.1 0.1 0.4
H -1.01202 -0.15119 -2.14998 0.0 0.2 -0.1
H -1.74568 1.44432 -2.44371 0.2 -0.1 0.1
H 0.78150 2.52715 -0.41152 0.0 -0.1 -0.1
H 1.02596 0.93341 -0.69099 0.0 0.1 -0.2
```
Forces are in eV/Å.

The spin multiplicity is 1. The calculation puts the total energy at -437.73196 Eh. The calculation puts the relative energy (zero: lowest compared OMol25 entry of this formula, charge and spin) at 320.66 kJ/mol. For the frontier orbital gap, the calculation gives 0.34421 Ha. The value obtained for the HOMO energy is -8.55 eV. Its structure (SMILES) is [H]/N=C(\C)N.C=C(C)ON. For the molar mass, the calculation gives 131.2 Da. As for the total charge: 0. The value obtained for the LUMO energy is 0.81 eV.

=====

Which value of frontier orbital gap does entry 1 give?
0.36656 Ha

=====

The highest relative energy (zero: lowest compared OMol25 entry of this formula, charge and spin) belongs to which entry?
C5H13N3O

=====

Look up the total charge of the second one.
0